A structure of composition C47H62NO2P2PdS2. Source: the Open Molecules 2025 dataset; level of theory: the ωB97M-V functional and the def2-TZVPD basis.

Geometry as ORCA input:
```
! RIJCOSX wB97M-V def2-TZVPD def2/J DEFGRID3
* xyz 1 1
Pd 1.17 0.53 -0.43
C 3.76 -0.71 -2.57
C 3.25 -1.96 -1.86
C 3.17 -3.13 -2.84
P 1.65 -1.62 -1.01
C 1.62 -2.70 0.47
C 1.81 -4.20 0.25
C 0.35 -2.43 1.28
C 0.30 -1.94 -2.15
C -0.11 -3.19 -2.60
C -1.20 -3.34 -3.44
C -1.62 -4.69 -3.96
C -1.91 -2.18 -3.77
C -1.52 -0.93 -3.34
C -0.36 -0.76 -2.56
N 0.13 0.47 -2.14
C -0.15 1.66 -2.81
C -0.44 1.70 -4.18
C -0.81 2.88 -4.80
C -0.88 4.09 -4.10
C -1.30 5.37 -4.77
C -0.49 4.07 -2.77
C -0.08 2.89 -2.14
P 0.70 2.87 -0.52
C -0.30 3.97 0.56
C 0.33 4.14 1.94
C -1.73 3.46 0.67
C 2.30 3.78 -0.73
C 2.19 5.28 -0.98
C 3.13 3.11 -1.82
H 4.71 -0.92 -3.06
H 3.91 0.11 -1.87
H 3.05 -0.38 -3.34
H 3.95 -2.21 -1.05
H 2.51 -2.88 -3.67
H 2.82 -4.05 -2.39
H 4.17 -3.32 -3.25
H 2.48 -2.32 1.03
H 0.97 -4.62 -0.29
H 1.85 -4.69 1.22
H 2.73 -4.43 -0.28
H -0.53 -2.82 0.77
H 0.17 -1.37 1.43
H 0.43 -2.92 2.25
H 0.43 -4.07 -2.29
H -1.03 -5.49 -3.50
H -1.48 -4.75 -5.04
H -2.67 -4.89 -3.76
H -2.80 -2.26 -4.38
H -2.11 -0.07 -3.61
H -0.39 0.80 -4.77
H -1.04 2.87 -5.85
H -1.98 5.17 -5.60
H -0.44 5.90 -5.18
H -1.81 6.04 -4.08
H -0.50 4.99 -2.21
H -0.31 4.94 0.06
H 0.28 3.21 2.50
H -0.21 4.90 2.50
H 1.38 4.46 1.88
H -1.75 2.55 1.28
H -2.16 3.23 -0.30
H -2.36 4.20 1.16
H 2.82 3.63 0.23
H 1.60 5.49 -1.88
H 3.18 5.69 -1.15
H 1.75 5.82 -0.14
H 2.67 3.27 -2.80
H 3.21 2.04 -1.66
H 4.14 3.53 -1.85
O -1.88 -0.48 0.36
S -3.21 -0.29 -0.30
C -4.20 0.78 0.80
C -4.23 0.33 2.23
C -3.07 0.36 3.00
C -3.09 -0.09 4.31
C -4.27 -0.58 4.87
C -5.43 -0.61 4.11
C -5.41 -0.15 2.80
C -4.22 -1.83 -0.09
C -3.49 -2.99 0.51
C -3.39 -3.14 1.89
C -2.78 -4.26 2.43
C -2.24 -5.23 1.60
C -2.31 -5.07 0.22
C -2.93 -3.96 -0.32
H -5.20 0.81 0.36
H -3.75 1.77 0.68
H -2.15 0.72 2.56
H -2.18 -0.07 4.90
H -4.28 -0.94 5.89
H -6.35 -0.98 4.54
H -6.32 -0.17 2.21
H -4.56 -2.07 -1.10
H -5.09 -1.57 0.51
H -3.82 -2.39 2.55
H -2.73 -4.38 3.51
H -1.77 -6.11 2.02
H -1.90 -5.83 -0.43
H -3.00 -3.84 -1.39
C 1.17 0.70 3.25
S 2.52 1.32 2.24
O 2.66 0.30 1.11
C 3.86 0.96 3.35
C 4.50 -0.26 3.28
C 5.54 -0.52 4.17
C 5.91 0.44 5.10
C 5.26 1.67 5.15
C 4.23 1.94 4.26
H 1.39 -0.34 3.50
H 0.26 0.77 2.65
H 1.09 1.31 4.15
H 4.20 -0.99 2.54
H 6.06 -1.47 4.13
H 6.72 0.23 5.79
H 5.56 2.42 5.87
H 3.73 2.90 4.27
*
```

Values from the calculation:
LUMO energy = -2.108 eV
Energy above the lowest of the compared OMol25 structures with the same formula, charge and spin = 0.00 kJ/mol
Energy = -99055.261 eV
HOMO level = -9.0336 eV